Below is 7 unconnected molecules or ions with the total composition C54H99BNO10, with properties calculated with the ωB97M-V functional and the def2-TZVPD basis.

Each line ends with the Mulliken charge.
Geometry (Å):
H1 -1.0310 3.2919 2.7038  0.25
C1 -1.3785 5.4370 1.9920  -0.55
H2 1.2035 -6.5897 -6.9797  0.19
H3 9.7207 0.4888 2.2302  0.31
H4 4.2788 2.8808 -2.9623  0.33
H5 5.1358 -3.6503 -8.4610  0.32
H6 -2.8014 1.6666 -0.5468  -0.03
H7 -6.5972 -6.4346 -0.0656  0.33
H8 4.5859 3.0579 0.1847  0.22
H9 -5.5104 3.3322 -0.1782  0.28
H10 -5.6780 0.8841 3.3535  0.07
C2 -4.9596 2.2765 -0.0928  -0.75
H11 -5.5455 3.5482 9.9089  0.26
H12 9.6492 -4.7096 0.4031  0.26
C3 -1.2738 6.0510 0.4713  -0.72
C4 -3.9084 3.2273 11.3134  -0.54
C5 -3.5916 2.4075 -0.9893  1.21
H13 -5.3209 -5.3960 0.6072  0.30
H14 -2.0111 6.1917 2.6239  0.22
C6 -3.0930 -0.0173 -3.2916  0.43
C7 9.0585 0.5537 4.2671  -0.55
H15 -4.3031 2.7281 12.2019  0.33
C8 -5.9569 -0.4107 1.4983  -0.33
H16 -4.2818 4.7992 7.3655  0.16
H17 -2.2292 4.7095 9.5824  0.27
H18 0.3086 -5.6549 -8.1932  0.10
H19 1.3378 3.4576 -1.8273  0.05
H20 -1.8082 -6.4975 -7.3576  0.29
C9 4.0449 1.1936 -1.0195  -0.61
H21 2.1815 -0.4391 0.5318  0.08
H22 -6.2283 -0.4142 0.3602  0.14
C10 7.3982 -3.6642 1.5876  -0.40
H23 4.8863 -3.9868 -10.1846  0.25
H24 -2.3690 -2.3161 1.8310  0.31
C11 4.3735 0.2732 0.2968  0.18
H25 4.0937 -6.0435 -9.2773  0.28
C12 -2.9086 4.2502 5.5146  0.00
O1 -0.5421 -5.5405 -5.0045  -0.35
H26 0.7795 6.6873 -1.7679  0.28
H27 -3.0497 4.7831 12.5103  0.25
H28 3.4227 5.8861 -1.7912  0.33
H29 6.3719 -3.5063 1.9301  0.29
H30 3.4381 -5.2509 -7.8275  0.23
H31 -0.2736 5.4849 2.4415  0.25
C13 -0.5047 5.0865 -0.6106  -0.15
C14 -2.3675 -1.6525 0.8479  -0.85
O2 2.3170 -4.9995 -9.5290  -0.37
C15 1.5418 4.5607 -2.2004  -0.23
H32 -2.0567 3.4557 5.6285  0.24
H33 3.5716 -1.9672 -9.8983  0.34
C16 4.1422 3.6269 -2.0411  -0.75
H34 7.7554 -3.0275 -1.2808  0.27
H35 -2.7985 6.0976 6.9633  0.18
H36 -3.1637 3.5018 -0.7783  -0.26
H37 -6.8641 -0.9553 2.0502  0.25
H38 -4.8661 4.2953 4.3453  0.33
O3 -4.5297 3.4461 2.0653  -0.79
H39 10.0595 0.8275 4.6100  0.35
H40 -6.8754 1.6325 2.1033  0.15
H41 -2.6562 -3.7826 -4.4030  0.28
H42 -1.9122 3.3303 1.0380  -0.84
C17 -7.9956 -4.0844 -0.7962  -0.56
H43 3.2020 0.7417 -1.7123  0.15
O4 -5.8848 -5.0012 -1.3513  -0.41
C18 3.6007 -5.1409 -8.9049  -0.41
H44 -0.3913 -7.5851 -4.8958  0.24
C19 -0.9115 -6.9223 -6.8913  -0.66
C20 -6.8591 -4.0464 -1.7943  -0.24
H45 0.9391 4.7079 -3.2138  0.39
C21 -3.8103 2.3038 -2.6106  -0.38
O5 -4.2056 5.1339 9.9417  -0.40
C22 8.6968 -4.6023 -0.1293  -0.53
H46 -2.3496 6.3902 0.1436  0.31
H47 6.6485 -5.1333 0.2083  0.28
H48 5.0343 1.1829 -1.6871  0.29
O6 -3.4291 1.4241 1.9748  -0.29
H49 6.9471 -0.6230 2.7991  0.11
H50 -8.5424 -3.1400 -0.7368  0.33
H51 -4.4674 -1.5865 -4.5719  0.22
C23 3.7959 2.8024 -0.6668  -0.02
H52 7.5030 0.2863 1.3762  0.28
H53 -7.1829 -4.2936 -2.8090  0.28
H54 2.9902 -2.5239 -8.3173  0.26
H55 -5.7258 1.4985 -0.5570  -0.04
C24 -3.7304 4.5708 4.1060  -1.01
C25 -2.8033 4.2080 11.6099  -0.49
H56 -1.7988 -2.2729 0.0335  0.21
H57 1.0582 -4.5059 -5.8287  0.30
C26 -1.6364 0.1065 -2.5497  -0.03
C27 -0.5491 -1.1585 -2.4456  -0.34
H58 -2.0517 -6.9652 -5.0332  0.29
H59 -1.7735 -0.6779 1.1058  0.03
H60 -0.6265 7.0494 0.5621  0.35
C28 -3.1237 2.0252 3.3154  -1.04
C29 -6.2190 -5.4079 -0.0172  -0.55
H61 7.7456 -5.8151 1.4245  0.33
C30 -3.3470 5.0869 6.7032  -0.84
H62 8.6947 2.6223 3.7376  0.28
H63 8.0629 -3.6535 2.4583  0.25
H64 -2.5123 6.1273 10.6167  0.29
C31 -3.9633 -1.3585 0.4454  0.76
C32 2.1674 -3.6399 -9.9606  -0.37
H65 -5.5940 4.5861 11.3514  0.26
H66 4.7856 -0.7694 -0.1134  0.20
H67 5.2643 0.7012 0.9643  -0.21
C33 7.6047 0.1850 2.4602  -0.14
H68 -5.1148 0.7091 -3.2230  0.36
O7 7.1771 1.3947 3.1014  -0.41
H69 -8.7049 -4.8755 -1.0674  0.29
H70 5.2271 4.0980 -1.8792  0.24
C34 3.1404 4.8821 -2.3711  -0.67
H71 9.3546 -2.5874 -0.6412  0.27
H72 3.3093 5.1478 -3.5219  0.26
C35 -5.8310 1.0725 2.1848  -0.47
C36 3.0657 -0.0913 1.2230  -0.79
H73 -3.7201 5.7220 3.8937  0.40
H74 -6.8132 -3.5627 0.9125  -0.17
H75 2.7421 3.0203 -0.2070  0.13
C37 4.3815 -3.8828 -9.2169  -0.50
H76 -2.0816 1.6793 3.7294  0.32
O8 7.7911 -2.5882 0.7244  -0.27
C38 -0.9531 -2.6310 -3.1278  -0.44
C39 8.1442 1.7477 4.1000  -0.57
C40 -7.2831 -4.4535 0.4792  -0.01
C41 -3.2865 3.6221 2.8455  1.23
C42 -3.4427 -1.4819 -4.0048  -0.57
H77 3.3857 -1.0060 1.9092  0.29
B1 -4.6868 2.0520 1.5242  0.64
H78 -1.3099 1.1059 -2.0347  0.22
H79 2.2460 -3.6258 -11.0531  0.28
N1 -4.1486 1.0601 -3.4019  -0.22
H80 0.4827 -1.0123 -1.8701  0.21
H81 2.8141 0.8561 1.8823  0.25
H82 -0.2621 4.0073 -0.2172  0.07
C43 3.2885 -2.8507 -9.3206  -0.55
C44 -1.0240 -6.8368 -5.3848  -0.45
C45 0.2757 -6.0371 -7.1698  -0.13
H83 1.1783 -3.2697 -9.6771  0.26
C46 -4.9322 4.1028 10.6245  -0.38
H84 7.6329 2.0173 5.0286  0.28
C47 0.9447 5.7086 -1.1463  -0.76
H85 -3.9949 -0.3643 -0.1868  -0.38
O9 -3.7250 3.4594 -3.3236  -0.58
H86 8.7357 -5.2231 -1.0281  0.33
H87 -3.5464 2.4589 10.6199  0.27
H88 -0.1812 -3.5164 -3.0080  0.32
H89 9.3125 -1.1138 2.8725  0.18
H90 8.6280 -0.1482 4.9910  0.27
C48 0.1053 -4.9445 -6.1371  -0.46
C49 -2.8450 5.1092 10.3951  -0.44
H91 -1.1948 5.0489 -1.5833  0.13
O10 -4.7847 -1.2813 1.6791  -0.45
C50 9.0352 -0.0568 2.8896  -0.40
H92 -7.9357 -4.8977 1.2350  0.35
H93 -3.8428 1.7323 4.1985  0.20
H94 1.6806 5.8139 -0.2422  0.36
H95 -1.8276 3.7391 11.7600  0.32
H96 -0.5435 -4.1444 -6.5098  0.26
C51 7.5557 -4.9428 0.7940  -0.59
H97 -0.7908 -7.9467 -7.2527  0.36
C52 8.4360 -3.1426 -0.4305  -0.47
C53 -1.8622 3.8734 2.0751  0.72
H98 -4.2952 -2.2521 -0.2523  0.12
C54 -2.3948 -2.7460 -3.9184  -0.27
H99 -6.3786 -3.0621 -1.8107  0.10

Output
**Net charge**: -1
**2S+1**: 1
**Gap between HOMO and LUMO**: 6.31 eV
**Energy**: -80222.042 eV